Record 1
12
Properties=species:S:1:pos:R:3:forces:R:3 method="wB97M-V/def2-TZVPD" homo_lumo_gap_ev="10.4 / 10.4" e_tot_ha=-393.720615
C -1.0667 -0.5264 1.0366 2.44 0.43 1.10
N -0.6003 0.7777 0.7651 0.05 1.85 0.03
N 0.6394 0.9276 0.7990 0.25 -1.70 -0.49
O 1.5426 0.0937 1.0386 -0.29 0.40 0.36
H -1.8263 -0.5484 1.7106 -2.35 0.39 2.01
H -0.2850 -1.1305 1.4101 0.81 -0.98 0.21
H -1.4318 -0.8779 0.1611 -1.11 -1.40 -2.90
H 0.9520 1.7468 0.3040 0.22 1.14 0.56
C 0.6597 0.5035 -1.8104 -0.12 -2.37 -1.26
N 0.4676 -0.6352 -1.9230 1.00 1.11 1.08
O 0.4834 -1.8191 -1.8349 -0.44 -0.92 -0.58
H 0.4654 1.4883 -1.6569 -0.46 2.05 -0.13

=====

Record 2
47
Properties=species:S:1:pos:R:3:forces:R:3 method="wB97M-V/def2-TZVPD" total_charge=+2 spin_multiplicity=6 homo_lumo_gap_ev="7.2 / 9.2" e_tot_ha=-3126.108028
Sm -0.1627 -0.5985 -0.8829 -0.45 0.23 0.21
P -2.3784 1.3041 0.3993 -0.16 1.98 0.54
C -1.1821 2.6999 0.0751 0.48 0.29 -0.26
C 0.2392 2.6076 0.5992 0.03 0.04 -0.31
N 0.9361 1.4454 0.4868 0.18 -0.05 0.07
C 2.2087 1.4574 0.9655 -0.01 -0.10 0.05
C 2.7937 2.5716 1.5506 -0.17 0.49 -0.28
C 2.1298 3.7922 1.5447 -0.37 -0.95 -0.22
C 0.8250 3.7817 1.0576 0.08 -0.07 0.27
C 3.1153 0.2512 0.8920 -0.36 0.10 0.43
P 2.6867 -1.0325 -0.3721 1.77 1.01 0.70
H 0.2338 4.6838 1.0377 0.01 0.11 0.05
H 3.8024 2.4683 1.9294 -0.04 0.16 0.01
H 2.6119 4.6890 1.8923 -0.03 0.19 0.12
H 4.1306 0.6555 0.7109 -0.41 -0.58 -0.05
H 3.1504 -0.2273 1.8884 -0.11 0.12 -0.35
H -1.1254 2.8444 -1.0229 -0.07 -0.07 0.33
H -1.5840 3.6403 0.4841 -0.19 -0.39 -0.27
H 0.9335 0.6103 -4.2010 -0.49 0.52 0.76
O 0.5512 1.2590 -3.5649 -0.14 0.04 -0.48
H 0.2486 2.0106 -4.1092 0.15 -0.37 0.46
H 0.6776 -1.9088 -3.9036 0.58 0.57 -0.23
O 1.3243 -1.1712 -3.8122 0.07 -1.42 -0.54
H 2.0287 -1.3861 -4.4731 -0.70 0.11 0.79
C 3.8302 -0.4511 -1.6779 -0.34 -0.19 -0.74
H 4.8831 -0.6660 -1.4276 -0.53 0.12 0.07
H 3.5548 -1.0230 -2.5762 0.37 0.45 0.05
H 3.6982 0.6319 -1.8474 0.00 -0.50 -0.11
C 3.6430 -2.4033 0.3262 -0.30 -0.87 -0.04
H 3.4505 -3.2738 -0.3110 0.13 -0.10 0.34
H 4.7285 -2.2307 0.3361 -0.40 0.27 -0.07
H 3.3098 -2.6041 1.3517 -0.01 -0.15 -0.30
C -3.0177 1.8681 2.0661 0.13 -0.84 0.54
H -3.6626 2.7711 1.9925 0.64 -0.56 -0.29
H -3.6529 1.0484 2.4602 0.43 0.50 0.04
H -2.1835 2.0736 2.7680 -0.51 -0.30 -0.34
C -3.7878 1.9894 -0.5672 -0.16 -0.65 -0.46
H -4.4940 1.1575 -0.6874 -0.02 0.35 -0.27
H -4.3197 2.8072 -0.0555 0.49 -0.31 -0.12
H -3.4311 2.3384 -1.5452 -0.29 -0.22 0.13
Cl -3.4469 -4.1523 0.7818 -0.03 0.23 -0.09
C -2.1167 -4.3244 -0.3492 0.83 -0.29 0.02
Cl -2.5466 -5.1874 -1.8388 0.03 0.62 0.34
C -1.3911 -2.9887 -0.5656 0.58 0.80 -1.02
O -0.7396 -2.4180 0.3979 -0.71 -0.31 -1.03
O -1.3278 -2.4518 -1.7407 0.18 0.00 1.39
H -1.3555 -4.9481 0.1241 -0.17 -0.01 0.16

=====

Record 3
120
Properties=species:S:1:pos:R:3:forces:R:3 method="wB97M-V/def2-TZVPD" homo_lumo_gap_ev=11.6 e_tot_ha=-2113.653327
C 5.0607 2.4050 -4.4427 0.19 0.13 -0.48
C 4.9550 0.8884 -4.4716 0.27 0.13 -0.20
C 3.9385 0.3397 -3.4704 0.19 -0.77 0.16
C 4.1190 -1.1121 -3.2995 -0.25 2.09 -0.35
N 4.3277 -2.2228 -3.2108 0.23 -2.03 0.29
H 4.1514 2.8965 -4.7950 -0.08 -0.06 0.18
H 5.8544 2.7084 -5.1336 -0.05 0.03 0.12
H 5.3144 2.7869 -3.4570 -0.08 -0.03 0.10
H 5.9373 0.4603 -4.2629 -0.07 0.00 0.23
H 4.7259 0.5636 -5.4910 -0.23 -0.07 0.12
H 2.9074 0.4885 -3.7808 -0.11 0.31 -0.02
H 4.0818 0.7745 -2.4804 -0.06 0.24 -0.08
C -1.3430 -1.8439 -5.4113 -0.12 -0.24 -0.06
C -0.5322 -2.3872 -4.2450 0.19 -0.04 -0.17
C -0.0525 -3.8451 -4.4350 -0.51 0.48 0.45
C -1.1895 -4.7779 -4.4396 1.93 1.42 -0.07
N -2.0801 -5.4750 -4.4810 -1.73 -1.32 -0.02
H -1.7127 -0.8504 -5.1585 0.02 0.07 -0.16
H -2.2029 -2.4838 -5.6346 0.00 0.06 0.12
H -0.7521 -1.7926 -6.3290 0.04 0.11 0.07
H -1.1141 -2.3059 -3.3242 0.07 -0.13 0.03
H 0.3621 -1.7690 -4.1160 -0.05 -0.06 0.06
H 0.6003 -4.0828 -3.5941 0.08 -0.24 -0.17
H 0.4903 -3.9501 -5.3727 0.11 -0.07 0.02
C -4.6819 2.8480 -0.4946 -0.66 0.63 0.09
C -3.2656 3.0735 -0.0153 0.24 -0.12 -0.42
C -3.0874 4.0201 1.1707 0.03 -0.33 0.47
C -3.8983 5.2296 1.0856 0.03 0.05 -0.06
N -4.5603 6.1633 1.0022 -0.04 0.07 0.01
H -4.7004 2.1982 -1.3664 0.08 -0.26 0.15
H -5.1701 3.7789 -0.8109 0.19 -0.02 0.08
H -5.3180 2.4385 0.2953 0.06 -0.16 -0.09
H -2.6696 3.4500 -0.8510 0.02 -0.10 0.02
H -2.8606 2.1080 0.2851 0.27 0.09 -0.03
H -2.0357 4.2899 1.2782 -0.02 0.09 -0.11
H -3.3312 3.5071 2.1086 -0.16 0.07 -0.11
C 4.1942 2.5153 2.5635 -0.77 0.15 -0.35
C 5.4687 3.1088 2.0334 0.57 0.48 0.45
C 5.8556 2.6834 0.6195 0.41 -0.24 0.45
C 4.7634 2.8204 -0.3243 1.47 -0.10 1.06
N 3.8753 2.9250 -1.0189 -1.67 0.15 -1.32
H 3.3518 2.7513 1.9000 0.13 -0.02 0.04
H 3.9497 2.9718 3.5202 0.03 -0.29 0.20
H 4.2268 1.4303 2.6324 0.08 -0.11 0.23
H 6.3047 2.8445 2.6904 -0.03 -0.09 -0.09
H 5.4155 4.1994 2.1096 -0.09 -0.04 -0.27
H 6.1709 1.6374 0.6356 -0.08 -0.03 -0.17
H 6.7244 3.2559 0.2988 -0.06 0.03 -0.24
C 3.8085 -1.1555 0.7422 -0.39 -0.38 -0.23
C 5.1804 -1.5850 1.2211 0.23 0.42 0.08
C 6.2098 -1.9168 0.1463 0.40 -0.97 -0.25
C 6.4953 -0.8935 -0.8494 -0.40 -0.92 1.19
N 6.7918 -0.1268 -1.6327 0.30 1.32 -1.11
H 3.1648 -1.0162 1.6128 -0.02 0.18 -0.04
H 3.3363 -1.9352 0.1336 0.12 0.03 0.05
H 3.7980 -0.2443 0.1429 0.19 0.13 0.08
H 5.0656 -2.4664 1.8512 0.10 -0.05 0.03
H 5.6189 -0.8017 1.8516 -0.13 -0.06 0.04
H 5.9676 -2.8275 -0.4197 -0.34 0.22 0.09
H 7.1708 -2.1712 0.6111 -0.11 0.19 0.06
C -3.9344 -0.3607 -3.1446 -1.02 -0.39 0.49
C -4.6069 0.2430 -4.3623 0.77 0.78 -0.42
C -4.8289 1.7660 -4.2173 -0.31 -0.38 0.38
C -3.5780 2.4707 -3.9646 -0.77 -0.38 -0.31
N -2.5855 3.0003 -3.7795 0.93 0.48 0.25
H -3.5124 -1.3341 -3.3815 0.23 0.02 0.07
H -4.7152 -0.5485 -2.3932 0.25 0.04 0.09
H -3.1948 0.2884 -2.6783 0.18 -0.04 -0.22
H -5.5673 -0.2221 -4.5679 0.00 -0.12 -0.07
H -3.9474 0.1045 -5.2268 -0.28 -0.09 -0.06
H -5.4840 1.9584 -3.3593 -0.02 0.04 -0.18
H -5.3021 2.1913 -5.0999 -0.02 0.01 -0.05
C -0.4684 0.2789 -1.4420 -0.03 0.27 0.27
C 0.5963 -0.3065 -0.5152 -0.26 -0.39 -0.44
C 0.0428 -0.7314 0.8637 0.34 -0.07 -0.73
C -0.6636 0.3420 1.5344 0.52 -0.59 -0.24
N -1.2111 1.1923 2.0611 -0.64 0.88 0.56
H -0.9169 1.1764 -0.9991 0.05 -0.07 -0.02
H -1.2789 -0.4198 -1.6518 0.13 -0.11 -0.01
H -0.0085 0.6031 -2.3736 -0.06 -0.08 -0.15
H 1.4184 0.4024 -0.4581 0.08 0.14 0.43
H 1.0206 -1.2119 -0.9699 -0.10 0.10 0.11
H 0.8561 -1.0875 1.4952 -0.12 0.02 0.12
H -0.6547 -1.5584 0.7046 0.05 0.02 0.08
C -2.6336 0.3104 5.6441 -0.17 0.01 0.14
C -1.9111 1.5048 6.2563 -0.08 -0.38 0.65
C -0.7859 2.0346 5.4016 -0.31 1.43 -0.23
C 0.1841 1.0432 5.0217 0.02 0.12 -0.06
N 0.9270 0.2507 4.6680 0.54 -0.63 -0.12
H -2.0911 -0.6108 5.8574 0.04 0.01 -0.14
H -2.7288 0.4149 4.5615 -0.01 0.00 -0.02
H -3.6329 0.1929 6.0660 0.02 0.03 -0.01
H -1.4708 1.2195 7.2180 -0.17 -0.07 0.00
H -2.5833 2.3299 6.4889 -0.11 0.01 -0.21
H -0.3140 2.8706 5.9283 0.29 -0.25 0.00
H -1.1656 2.4961 4.4817 -0.03 -0.32 -0.05
C -1.3411 -2.5151 3.8066 0.23 0.44 0.21
C -0.3878 -3.4244 4.5587 0.03 -0.74 -0.57
C 1.0431 -3.3521 4.0108 0.36 0.04 0.20
C 1.0916 -3.6603 2.5800 0.04 0.26 0.57
N 1.1173 -3.8335 1.4495 0.03 -0.19 -0.58
H -2.3589 -2.6324 4.1750 -0.05 -0.01 -0.06
H -1.3090 -2.7228 2.7360 -0.12 -0.14 0.00
H -1.0456 -1.4700 3.9380 -0.09 -0.05 -0.04
H -0.7169 -4.4625 4.4119 -0.01 0.13 0.21
H -0.3804 -3.2410 5.6296 0.03 0.18 0.07
H 1.6990 -4.0639 4.5232 -0.12 0.05 -0.01
H 1.4934 -2.3613 4.1502 -0.21 -0.03 -0.01
C -4.3955 -0.2057 1.2978 0.23 0.26 -0.06
C -4.4423 -1.6225 1.8496 0.28 -0.40 -0.59
C -4.5716 -2.6765 0.7218 -0.09 0.27 0.29
C -3.4217 -2.6337 -0.1886 -1.60 -0.16 1.05
N -2.5285 -2.6218 -0.8890 1.41 0.12 -1.03
H -5.2232 0.0099 0.6158 -0.03 -0.14 0.10
H -3.4668 -0.0345 0.7431 -0.12 -0.13 -0.02
H -4.4063 0.5588 2.0781 -0.05 -0.15 0.09
H -5.2728 -1.7763 2.5372 0.00 0.07 0.06
H -3.5087 -1.8823 2.3563 -0.18 0.33 0.26
H -5.4940 -2.5175 0.1567 0.13 -0.03 -0.09
H -4.6192 -3.6736 1.1618 0.01 -0.04 -0.10

=====

Record 4
71
Properties=species:S:1:pos:R:3:forces:R:3 method="wB97M-V/def2-TZVPD" total_charge=+3 spin_multiplicity=3 homo_lumo_gap_ev="3.9 / 4.0" e_tot_ha=-2873.810372
Pr -0.5025 0.7502 0.0095 -0.75 1.30 0.85
P -3.0363 -0.3506 1.0217 -1.83 -0.93 0.52
P 0.4202 1.0464 2.8135 1.22 0.33 1.78
P 0.2637 -1.9579 0.4397 0.84 -1.94 0.17
H 0.8349 1.8292 -2.4728 -0.32 -0.32 0.07
C 0.5185 0.7728 -2.5318 -1.44 -0.38 -1.29
C -0.7990 0.4233 -2.7353 1.68 0.47 -0.50
H -1.5997 1.1761 -2.8210 0.40 -0.10 0.17
C -4.5085 0.7411 0.9807 0.26 0.55 -0.28
C -3.3008 -1.0951 2.6806 0.70 0.16 0.20
C -3.6847 -1.7342 -0.0070 0.53 0.12 -0.37
C 2.1697 1.6346 2.7220 -0.21 -0.04 -0.49
C -0.3053 2.3618 3.8709 -0.49 0.21 -0.30
C 0.6149 -0.2938 4.0618 -0.35 -0.43 -0.19
C 0.1150 -2.8800 -1.1420 -0.22 0.29 -0.28
C -0.2503 -3.2340 1.6337 -0.39 0.10 0.35
C 2.0720 -1.9229 0.7680 0.12 0.44 -0.09
H 1.3552 0.0612 -2.5958 -0.40 -0.06 0.13
H -1.1381 -0.6020 -2.9371 0.42 0.26 0.17
H -4.5093 1.3255 0.0549 -0.18 -0.09 0.07
H -4.4837 1.4540 1.8111 -0.06 -0.18 -0.06
H -5.4255 0.1395 1.0387 0.30 0.14 0.02
H -3.1499 -0.3321 3.4516 -0.09 -0.15 -0.03
H -2.5831 -1.9028 2.8572 -0.18 0.07 0.02
H -4.3237 -1.4898 2.7568 0.29 0.16 -0.13
H -3.7432 -1.4044 -1.0522 -0.15 -0.20 0.14
H -4.6865 -2.0173 0.3516 0.39 0.10 -0.14
H -3.0076 -2.5971 0.0437 -0.26 0.13 -0.01
H 2.5810 1.8139 3.7257 -0.19 -0.08 -0.29
H 2.2022 2.5678 2.1444 0.15 -0.13 0.17
H 2.7781 0.8802 2.2061 0.01 0.21 0.16
H 0.2612 2.5049 4.8015 -0.03 -0.20 -0.33
H -1.3384 2.1038 4.1325 0.15 0.02 0.04
H -0.3268 3.3138 3.3274 0.06 -0.14 0.11
H 1.0605 0.0820 4.9942 -0.09 0.12 -0.39
H 1.2525 -1.1000 3.6809 -0.12 0.17 0.07
H -0.3639 -0.7224 4.3088 0.16 0.04 -0.02
H 0.6941 -3.8113 -1.1243 -0.05 0.24 0.12
H 0.4781 -2.2780 -1.9854 -0.04 -0.21 0.19
H -0.9380 -3.1294 -1.3204 0.12 0.03 0.08
H 0.3685 -4.1356 1.5344 -0.06 0.29 -0.13
H -1.2933 -3.5153 1.4549 0.14 0.01 0.12
H -0.1457 -2.8575 2.6577 -0.09 -0.11 -0.16
H 2.5024 -2.9331 0.7176 -0.20 0.24 -0.05
H 2.2848 -1.4968 1.7554 -0.12 -0.16 -0.14
H 2.5753 -1.2903 0.0254 -0.07 -0.12 0.17
C 4.3188 -2.5956 -3.6790 1.50 -0.15 -1.17
C 5.7244 -2.5261 -3.6022 -0.53 0.27 -0.08
C 6.4674 -2.3277 -4.7746 -0.27 -0.17 0.09
C 5.8311 -2.2853 -6.0198 -0.01 0.10 0.29
C 4.4577 -2.5197 -6.0981 0.22 -0.21 0.19
C 3.7156 -2.7292 -4.9411 0.03 0.47 0.50
S 3.2406 -2.5473 -2.3055 -0.91 -0.31 0.68
H 3.8912 -1.9629 -1.2815 0.64 -0.12 -0.65
H 6.2064 -2.6273 -2.6292 0.00 0.28 -0.29
H 7.5487 -2.2017 -4.7135 -0.31 -0.11 0.02
H 6.4065 -2.0772 -6.9226 -0.17 -0.13 0.28
H 3.9562 -2.5358 -7.0587 0.08 -0.10 0.05
H 2.6581 -2.9704 -4.9899 0.00 0.25 -0.15
C -3.6199 5.6770 1.5715 -0.34 0.54 0.19
N -2.8264 4.7386 0.7821 0.48 -0.34 -0.66
C -2.3600 4.9678 -0.5121 0.02 -0.53 0.35
C -1.6625 3.8502 -0.8650 -0.14 -0.10 0.53
N -1.6769 2.9400 0.1974 -0.34 0.03 0.28
C -2.4075 3.5272 1.1650 0.24 0.21 -0.73
H -3.0541 6.6116 1.7138 -0.18 -0.44 0.01
H -4.5543 5.9160 1.0388 0.37 -0.20 0.25
H -3.8464 5.2226 2.5449 0.06 0.20 -0.35
H -2.5680 5.8769 -1.0602 0.00 -0.11 0.17
H -1.1603 3.5985 -1.7873 -0.04 0.30 -0.04
H -2.6456 3.0815 2.1173 0.02 0.14 0.03